No. 1
Below is a 2-piece molecular cluster, C2H2BrO2S overall, with properties calculated with wB97M-V/def2-TZVPD.

```
8
Properties=species:S:1:pos:R:3:forces:R:3
C 2.216568 0.731958 0.199967 -3.20 -4.01 0.20
C 2.632441 2.060794 0.321776 3.38 1.45 1.36
H 1.137826 0.272471 0.295365 2.04 1.18 -0.02
S -2.479257 -0.924688 0.756440 0.78 -0.58 -1.26
O 2.458910 1.582310 -0.918338 -0.42 1.67 -0.85
Br 3.492443 -0.730394 0.168679 -0.14 0.29 0.48
H -1.963750 -1.554240 -0.401019 -0.57 0.66 1.22
O 3.298438 2.890937 0.893118 -1.87 -0.66 -1.14
```
Positions in Å, forces in eV/Å.

Charge: -1
Highest occupied orbital energy in eV: -2.7
E in eV: -87078.0549
Energy relative to the best compared isomer or geometry (same formula, charge and spin) in kcal per mole: 76.0
Gap between HOMO and LUMO in Eh: 0.187

Atomic partial charges in e from the Löwdin method, atoms 1 to 4: number 1, C, carries -0.577; number 2, C, carries -0.489; number 3, H, carries 0.138; number 4, S, carries -0.497

No. 2
Below is an isolated ion of composition C4F8NO2 and charge +1, with properties calculated with wB97M-V/def2-TZVPD.

```
15
Properties=species:S:1:pos:R:3:forces:R:3
O -0.402866 -0.954768 -0.684307 -1.13 -4.18 0.66
F 2.194010 -0.075340 -0.587658 0.38 -0.65 -0.38
N -0.018489 0.155227 -0.233166 0.27 1.80 0.16
F 0.528909 -1.080824 2.953457 0.19 -0.08 0.24
C 1.208653 0.593798 -1.114247 1.00 -0.11 -1.32
F -0.890808 2.209529 0.536590 -0.06 0.11 0.46
C -0.260729 -2.177713 1.027093 1.19 4.14 -1.34
C 0.213012 -1.136228 1.716777 -1.26 -0.88 -1.96
F -0.881631 -3.132667 0.627498 -0.86 -1.91 0.10
C -1.153884 1.241556 -0.268379 -0.56 -0.76 -1.31
O 0.439594 0.044420 1.059251 1.05 0.94 2.65
F 0.907070 0.257937 -2.349296 0.24 -0.58 0.58
F 1.501478 1.848859 -1.118867 -0.42 1.14 0.91
F -1.111622 1.606488 -1.527169 -0.34 0.57 -0.11
F -2.272695 0.599725 -0.037577 0.30 0.46 0.64
```
Positions in Å, forces in eV/Å.

Charge: +1
Highest occupied orbital energy in eV: -15.7
E in eV: -31456.6928
Energy relative to the best compared isomer or geometry (same formula, charge and spin) in kcal per mole: 24.7
Gap between HOMO and LUMO in Eh: 0.328

Atomic partial charges in e from the Löwdin method, atoms 1 to 4: number 1, O, carries 0.058; number 2, F, carries 0.257; number 3, N, carries -0.162; number 4, F, carries 0.276

No. 3
Below is H16HeO8 as an isolated structure, with properties calculated with wB97M-V/def2-TZVPD.

```
25
Properties=species:S:1:pos:R:3:forces:R:3
H 2.056024 2.922828 -0.922438 0.37 0.17 0.05
H 0.018939 -2.530882 -2.536648 -0.10 -0.30 -0.23
H 2.319254 -2.566261 1.812520 0.18 0.11 0.05
H 0.449066 -1.091588 -2.348760 0.83 0.58 0.24
O 1.795847 0.290236 -2.359014 0.09 -0.82 -0.41
O -1.215263 0.800604 3.915323 -0.08 -0.32 0.50
H 1.542554 1.000704 -1.769683 -0.31 0.49 0.47
O -0.630913 -2.819683 0.493455 -0.16 -0.25 0.46
H -1.655062 -0.466544 -2.333543 0.27 -0.46 0.03
H -0.379333 -2.480976 -0.365743 0.20 0.36 -0.54
O -0.807429 3.084025 2.443104 -0.13 0.17 -0.02
H -0.341579 3.428966 1.681379 0.10 -0.05 -0.30
O -2.395570 -0.049923 -2.774343 -0.29 0.49 -0.22
H -0.435212 0.265986 3.767196 0.12 -0.23 0.00
H -1.104982 1.552470 3.333294 -0.22 0.11 -0.49
H -1.558676 -2.599115 0.576115 -0.19 0.03 0.16
He 0.003735 0.183008 0.572951 0.00 0.01 0.00
H 1.422808 0.536117 -3.205555 0.06 0.24 -0.36
O -0.241054 -1.712118 -2.114445 -0.36 -0.44 0.23
H 0.920639 -3.053437 1.498785 -0.64 0.02 -0.22
O 1.184246 2.543899 -0.810024 -0.03 -0.12 0.22
H -3.154801 -0.282443 -2.239806 -0.21 0.01 0.07
O 1.813094 -3.362978 1.653507 0.59 -0.19 0.19
H -0.192693 3.190820 3.168998 0.22 0.26 0.30
H 0.586362 3.216284 -1.136623 -0.30 0.13 -0.19
```
Positions in Å, forces in eV/Å.

Highest occupied orbital energy in eV: -10.6
E in eV: -16718.8534
Energy relative to the best compared isomer or geometry (same formula, charge and spin) in kcal per mole: 10.3
Gap between HOMO and LUMO in Eh: 0.383

Atomic partial charges in e from the Löwdin method, atoms 1 to 4: number 1, H, carries 0.059; number 2, H, carries 0.077; number 3, H, carries 0.021; number 4, H, carries 0.010

No. 4
Below is C26H42F4N2O10PS as an isolated structure, with properties calculated with wB97M-V/def2-TZVPD.

```
86
Properties=species:S:1:pos:R:3:forces:R:3
C 0.455005 0.402037 -3.781288 0.12 0.04 -0.25
O -3.233158 -1.882495 0.987383 0.17 0.02 0.01
H 0.870474 2.696503 -2.707046 0.01 0.03 0.00
H -1.827460 -0.719571 -1.149760 0.18 -0.30 0.01
H 1.671258 -3.447442 -1.004175 0.15 0.28 0.43
C -4.260123 -1.816937 0.004959 -0.59 0.13 0.15
H -6.573957 2.760149 -2.770070 -0.07 0.01 0.04
C 4.247730 -0.322144 0.821084 0.56 -0.34 0.23
H -0.542389 2.575791 1.065230 -0.01 0.08 -0.36
O -3.663890 0.356447 -2.352979 -0.02 0.02 -0.13
H 6.734255 -0.811675 -1.542652 0.08 -0.03 0.05
H -0.616570 -1.040915 -2.707982 -0.18 0.21 0.02
C -6.731447 1.683968 -2.852605 -0.11 -0.18 -0.05
F -1.137443 3.640478 3.623039 -0.95 0.04 -1.22
H -1.834893 0.451694 0.031619 0.18 0.00 0.33
H -1.481931 1.491135 -2.306761 0.05 -0.19 0.03
C 1.335087 1.398491 0.964218 -0.34 0.14 0.19
H -0.142212 0.208590 6.112251 -0.09 0.07 -0.02
H 4.199801 0.716946 0.509949 -0.28 -0.07 -0.14
C 1.283926 0.467872 -0.291549 -0.21 0.78 0.09
C 0.836259 3.435836 2.334701 -0.55 -0.81 0.51
H -2.143364 -2.610467 -0.544122 0.37 0.06 -0.06
H -4.090529 -1.022267 -0.725392 0.19 -0.23 0.06
H 0.873175 3.397031 0.281389 -0.38 -0.03 -0.19
N 0.075938 2.865440 -2.119870 -0.11 -0.16 -0.30
C -0.028716 0.431687 -1.173836 -0.57 -0.74 0.52
O 1.828451 -2.728247 3.022705 -0.13 0.68 -0.26
H 3.212018 -0.598699 -2.248096 0.16 -0.03 0.05
H 4.544104 -1.581561 -0.937409 0.07 -0.22 0.06
H -0.767864 -1.659403 3.887434 0.16 -0.18 -0.18
C 2.922106 -1.004367 1.176857 -0.33 0.13 0.10
C -0.702255 1.774075 -1.590182 -0.03 0.50 0.08
N 0.549637 -1.937867 0.643244 0.34 -1.61 -1.36
H -5.178508 -1.578329 0.539013 0.04 0.02 0.08
C 3.207410 0.463062 -2.042427 -0.17 -0.10 -0.08
H -2.199902 -0.507856 2.247133 -0.07 -0.31 -0.26
C -1.167712 -0.295224 -0.396397 -0.08 0.19 -0.72
O -5.012291 0.815571 -4.091584 -0.05 0.03 0.02
H -6.600181 1.778888 -5.038437 0.20 0.04 -0.01
O -0.429294 -3.664969 2.544243 -0.08 -0.16 -1.08
H 1.159295 -5.252500 1.407539 0.01 -0.08 -0.35
C -0.889203 -1.319718 0.734622 -1.05 0.91 0.13
C -0.441392 -0.759386 3.371085 -0.32 0.62 0.41
O 1.349165 0.111718 -4.533438 0.00 -0.06 0.02
H 7.060703 -0.165636 0.057357 -0.05 0.10 0.05
C 0.034023 0.702620 5.144947 0.07 0.17 0.02
F 2.119247 3.429350 2.764989 0.52 1.43 -1.04
F -7.979080 1.388692 -2.440607 0.03 -0.08 0.04
C 6.276720 -0.319767 -0.683384 0.04 -0.24 -0.28
O -5.789741 1.013411 -2.019742 0.14 0.27 -0.01
H 4.802099 -0.310565 1.764418 -0.14 0.18 0.09
O 0.922219 1.469861 4.948824 -0.11 -0.18 -0.02
H 5.562604 -1.953256 0.498382 -0.17 -0.35 -0.32
H 0.644934 -0.700704 3.330715 0.02 -0.27 -0.18
H -1.272125 2.183566 -0.759989 0.10 -0.04 0.09
S 0.390265 -3.111114 -0.788337 -1.12 0.25 -0.66
H 2.156196 -1.372467 -0.712543 -0.48 -0.58 0.04
H 2.353719 2.131620 -1.201476 0.20 0.02 0.29
H -6.959319 0.167120 -4.378315 -0.05 0.01 0.10
F -0.069244 5.460022 3.186686 0.81 -0.04 1.30
H -1.826452 -3.354292 0.999914 0.06 0.09 0.18
C -6.415192 1.097521 -4.214253 -0.08 0.08 -0.12
C -1.132893 -0.504645 2.036707 0.48 0.04 0.58
H 2.376515 1.704079 1.070505 0.04 -0.13 0.01
C -2.013273 -2.399570 0.519093 -0.31 -0.39 -0.01
O 1.635611 -4.427984 1.246110 -0.19 0.27 -0.06
P 0.958130 -3.166778 1.941973 1.23 -0.55 2.43
H 3.952964 1.049205 -2.560881 -0.14 0.02 -0.22
H 5.924804 0.652920 -1.029335 -0.01 0.02 0.07
C -0.082663 4.150346 3.019022 0.23 0.28 -0.05
H 2.606406 -0.681007 2.162792 0.03 -0.07 0.07
H -0.218139 -4.392128 3.151608 -0.24 0.17 0.30
C 2.351637 1.048610 -1.224524 0.16 -0.02 0.10
C 1.735507 -0.951585 0.196100 1.20 0.91 -0.85
C 0.217786 -0.368134 -2.496461 0.62 0.10 -0.02
H 0.088613 3.727210 -1.611588 0.12 -0.03 0.05
H -4.424464 -2.780310 -0.485339 0.19 -0.02 -0.04
O -0.882110 0.360722 4.180990 0.16 -0.14 0.03
H -0.233283 1.215959 -4.067954 -0.13 -0.05 0.17
H 1.090624 -1.009631 -2.430793 -0.03 -0.06 0.01
H 1.135617 0.858903 1.889839 -0.14 -0.17 -0.11
H 3.213203 -2.055365 1.241243 -0.14 -0.04 0.26
C -4.722145 0.695863 -2.786554 0.03 -0.09 -0.03
C 0.540171 2.708860 1.060873 0.51 -0.89 1.06
C 5.132853 -1.163722 -0.119912 0.00 0.86 0.23
H -0.934500 0.545022 1.841331 0.26 -0.06 -0.15
```
Positions in Å, forces in eV/Å.

Charge: +1
Highest occupied orbital energy in eV: -10.2
E in eV: -82080.1220
Gap between HOMO and LUMO in Eh: 0.240

Atomic partial charges in e from the Löwdin method, atoms 1 to 4: number 1, C, carries -0.246; number 2, O, carries -0.167; number 3, H, carries 0.068; number 4, H, carries 0.091

No. 5
Below is a 2-piece molecular cluster, C4H8NO overall, with properties calculated with wB97M-V/def2-TZVPD.

```
14
Properties=species:S:1:pos:R:3:forces:R:3
H -3.267040 0.882181 -0.756697 0.12 0.09 0.10
N -2.756676 0.552711 0.072351 0.04 0.79 -0.20
C 1.923858 0.373125 0.097453 0.31 0.37 0.05
H -2.387110 -1.272107 -0.891988 0.20 0.51 -0.13
C 3.194430 -0.041325 0.042485 -0.44 -0.11 0.01
H -1.809520 0.992510 0.100541 -0.21 0.19 -0.04
H 3.443657 -1.087420 -0.041755 0.01 -0.20 -0.01
H 4.016842 0.650027 0.077661 0.15 0.18 0.01
C -2.379712 -0.844599 0.119712 0.57 -1.73 0.73
C 0.844141 -0.570114 0.037209 -1.36 -0.28 0.00
H 1.676474 1.421701 0.181280 -0.05 0.07 -0.01
H -3.251660 0.811931 0.934461 0.12 -0.01 -0.25
O -0.361191 -0.239010 0.036276 0.66 0.22 -0.24
H 1.113504 -1.629607 -0.008989 -0.11 -0.10 -0.03
```
Positions in Å, forces in eV/Å.

Charge: +1
Highest occupied orbital energy in eV: -13.7
E in eV: -7803.6961
Energy relative to the best compared isomer or geometry (same formula, charge and spin) in kcal per mole: 101.6
Gap between HOMO and LUMO in Eh: 0.339

Atomic partial charges in e from the Löwdin method, atoms 1 to 4: number 1, H, carries 0.171; number 2, N, carries 0.073; number 3, C, carries -0.107; number 4, H, carries 0.047

No. 6
Below is a 2-piece molecular cluster, C4H5N3O2S overall, with properties calculated with wB97M-V/def2-TZVPD.

```
15
Properties=species:S:1:pos:R:3:forces:R:3
N -0.943042 -3.273034 -0.755914 -0.12 -1.09 -0.56
O -3.009298 -1.031418 0.450372 -1.24 -1.25 -0.07
H 0.543645 -0.386913 -1.720915 -2.21 1.09 -0.14
H -0.319359 1.066841 -0.971879 -0.02 0.80 0.01
S 1.479570 -1.921491 1.447131 0.11 -0.48 -0.36
N 0.739024 0.479072 1.673147 -0.34 -0.28 -0.52
N -2.008449 -0.443337 0.689648 -0.12 2.02 -0.11
C 0.447648 -0.670927 1.112134 1.29 -2.04 1.11
C -0.811404 -2.279533 -0.216083 -0.17 -0.47 -0.03
H 0.198597 1.250849 1.448455 -0.95 1.91 0.07
O -1.964106 0.708112 1.094213 0.01 0.54 0.67
C -0.464332 0.153978 -1.497763 5.14 -2.60 4.66
H 1.592182 0.469275 2.184966 0.40 0.48 0.34
C -0.742284 -0.982908 0.315342 1.11 2.11 -3.05
H -1.289201 0.046855 -2.054423 -2.88 -0.73 -2.02
```
Positions in Å, forces in eV/Å.

Highest occupied orbital energy (alpha / beta) in eV: -9.0 / -9.0
E in eV: -23623.6816
Energy relative to the best compared isomer or geometry (same formula, charge and spin) in kcal per mole: 126.0
Gap between HOMO and LUMO (alpha / beta) in Eh: 0.270 / 0.270

Atomic partial charges in e from the Löwdin method, atoms 1 to 4: number 1, N, carries 0.216; number 2, O, carries 0.143; number 3, H, carries 0.116; number 4, H, carries 0.031

no.,maximum force (Eh/bohr)
1,0.0998
2,0.0878
3,0.0202
4,0.0540
5,0.0381
6,0.1441